Run 1
{"formula": "C2H2N2O2", "method": "ωB97M-V/def2-TZVPD", "lumo_energy_ha": 0.0106, "homo_energy_ev": -10.32, "total_charge": 0, "gap_ev": 10.610, "elements": ["O", "C", "N", "C", "N", "O", "H", "H"], "coordinates": [[1.9650, -0.1397, 0.0547], [0.6182, -0.0500, -0.1426], [0.0220, 1.1401, -0.0883], [-1.3109, 0.6525, 0.0366], [-1.4594, -0.6712, 0.0268], [-0.2098, -1.0230, 0.0012], [2.2919, 0.8738, 0.3532], [-2.1156, 1.5302, 0.2662]]}

=====

Run 2
{"formula": "C2H2N2O2", "method": "ωB97M-V/def2-TZVPD", "lumo_energy_ha": 0.0233, "homo_energy_ev": -10.12, "total_charge": 0, "gap_ev": 10.752, "elements": ["O", "C", "N", "C", "O", "N", "H", "H"], "coordinates": [[-2.1983, -0.1018, -0.0675], [-1.0200, -0.2164, 0.0945], [-0.1119, -1.2832, 0.1194], [1.0035, -0.7358, 0.0053], [1.0818, 0.6397, -0.0582], [-0.2184, 0.9860, 0.2413], [1.9840, -1.0882, -0.0991], [-0.5207, 1.7998, -0.2358]]}

=====

Relative energy table, unit eV: run 1 1.025; run 2 0.000

=====

Run 1
{"formula": "C2H2N2O2", "method": "ωB97M-V/def2-TZVPD", "lumo_energy_ha": 0.0230, "homo_energy_ev": -10.76, "total_charge": 0, "gap_ev": 11.388, "elements": ["N", "C", "N", "H", "H", "O", "C", "O"], "coordinates": [[-0.2086, 1.1308, 0.0852], [-1.1082, 0.3002, 0.1767], [-1.8983, -0.6063, 0.3907], [-0.4546, 2.1123, 0.0609], [-2.3218, -1.0795, -0.3958], [2.7877, 0.2346, -0.0412], [1.9861, -0.6081, -0.1037], [1.2178, -1.4839, -0.1727]]}

=====

Run 2
{"formula": "C2H2N2O2", "method": "ωB97M-V/def2-TZVPD", "lumo_energy_ha": 0.0200, "homo_energy_ev": -10.55, "total_charge": 0, "gap_ev": 11.095, "elements": ["O", "C", "N", "O", "C", "N", "H", "H"], "coordinates": [[-1.4249, -0.4957, -1.2373], [-0.4183, -0.3577, -0.4020], [0.2378, 0.9269, -0.1267], [1.6575, 0.4888, 0.1002], [0.7210, 0.0294, 0.9626], [0.0327, -1.1631, 0.4805], [-1.5011, 0.2901, -1.7966], [0.6953, 0.2813, 2.0194]]}

=====

Relative energy table, unit eV: run 1 0.000; run 2 4.584

=====

Run 1
{"formula": "C5H12N2", "method": "ωB97M-V/def2-TZVPD", "lumo_energy_ha": -0.3040, "homo_energy_ev": -18.44, "total_charge": 2, "gap_ev": 10.163, "elements": ["C", "N", "C", "C", "C", "C", "N", "H", "H", "H", "H", "H", "H", "H", "H", "H", "H", "H", "H"], "coordinates": [[2.5541, -2.6315, -1.0838], [1.4581, -2.0066, -1.2722], [0.6528, -1.2665, -0.3175], [-0.1751, -0.3712, -0.8153], [-1.2537, 0.3930, -0.0770], [-0.7418, 1.7603, 0.4400], [-1.4359, 2.1331, 1.7796], [3.0234, -3.0493, -1.9634], [3.0225, -2.7058, -0.1404], [1.1129, -1.9278, -2.2262], [0.8730, -1.6014, 0.6874], [-0.1728, -0.2240, -1.8929], [-2.0758, 0.6082, -0.7550], [-1.5421, -0.2133, 0.7803], [-0.7742, 2.6775, -0.1371], [0.3048, 1.6471, 0.7302], [-2.3267, 1.6594, 1.9360], [-1.6728, 3.1116, 1.7382], [-0.8308, 2.0070, 2.5891]]}

=====

Run 2
{"formula": "C5H12N2", "method": "ωB97M-V/def2-TZVPD", "lumo_energy_ha": -0.3054, "homo_energy_ev": -18.57, "total_charge": 2, "gap_ev": 10.256, "elements": ["C", "N", "C", "C", "C", "C", "N", "H", "H", "H", "H", "H", "H", "H", "H", "H", "H", "H", "H"], "coordinates": [[0.3757, 1.9141, 3.2750], [-0.2275, 1.3106, 2.3272], [0.3086, 0.9364, 0.9945], [0.4211, -0.3429, 0.6660], [0.8454, -0.6665, -0.7239], [-0.2722, -0.4641, -1.7888], [-0.9362, -1.6647, -2.3702], [-0.0347, 1.9519, 4.2690], [1.1939, 2.5920, 3.0299], [-1.0097, 0.6729, 2.4722], [0.3956, 1.8507, 0.4305], [0.1696, -1.1626, 1.3361], [1.4470, -1.5346, -1.0277], [1.5174, 0.1293, -1.1131], [-1.0701, 0.2152, -1.4189], [0.1149, 0.1499, -2.6366], [-0.2948, -2.2391, -2.9443], [-1.3437, -2.3061, -1.6871], [-1.6003, -1.3426, -3.0897]]}

=====

Relative energy table, unit eV: run 1 0.000; run 2 0.668

=====

Run 1
{"formula": "C5H12N2", "method": "ωB97M-V/def2-TZVPD", "lumo_energy_ha": -0.3007, "homo_energy_ev": -18.17, "total_charge": 2, "gap_ev": 9.989, "elements": ["C", "N", "C", "C", "C", "C", "N", "H", "H", "H", "H", "H", "H", "H", "H", "H", "H", "H", "H"], "coordinates": [[2.1303, -2.7751, 1.1258], [1.4866, -1.7092, 1.4004], [0.3772, -1.3262, 0.5568], [0.0821, -0.0566, 0.3338], [-1.0483, 0.4475, -0.5614], [-0.6714, 1.7548, -1.2381], [-1.8449, 2.7329, -1.2654], [2.9777, -3.1236, 1.6903], [1.8612, -3.4399, 0.3099], [1.8015, -1.1095, 2.1584], [-0.2574, -2.1277, 0.2342], [0.7473, 0.7254, 0.7005], [-2.0250, 0.3840, -0.0818], [-1.1225, -0.3539, -1.2874], [0.1185, 2.3013, -0.7285], [-0.2561, 1.6414, -2.2274], [-2.1092, 2.9798, -2.2059], [-2.6703, 2.3374, -0.8235], [-1.6777, 3.5884, -0.7341]]}

=====

Run 2
{"formula": "C5H12N2", "method": "ωB97M-V/def2-TZVPD", "lumo_energy_ha": -0.3697, "homo_energy_ev": -20.97, "total_charge": 2, "gap_ev": 10.909, "elements": ["C", "C", "C", "C", "C", "N", "N", "H", "H", "H", "H", "H", "H", "H", "H", "H", "H", "H", "H"], "coordinates": [[1.2391, -0.9773, -1.0863], [-2.1745, -0.0173, -0.9855], [2.3654, 0.1951, 0.7004], [-1.6388, -0.2821, 1.2029], [-0.1228, 1.1136, -0.2754], [1.3570, -0.0229, -0.3257], [-1.3047, 0.2498, -0.0755], [0.5172, -1.1344, -1.8300], [2.0959, -1.7591, -1.2945], [-2.0091, 0.3557, -2.0654], [-3.1422, -0.4362, -0.7042], [3.0259, 1.0390, 0.4558], [3.2174, -0.5819, 0.6905], [1.9912, 0.2424, 1.6361], [-2.6158, -0.0120, 1.4930], [-0.9295, 0.0940, 1.9344], [-1.6218, -1.3277, 1.2610], [-0.2759, 1.5688, -1.2387], [0.0257, 1.6927, 0.5074]]}

=====

Run 3
{"formula": "C5H12N2", "method": "ωB97M-V/def2-TZVPD", "lumo_energy_ha": -0.3012, "homo_energy_ev": -18.65, "total_charge": 2, "gap_ev": 10.448, "elements": ["C", "N", "C", "C", "C", "C", "N", "H", "H", "H", "H", "H", "H", "H", "H", "H", "H", "H", "H"], "coordinates": [[0.4697, 1.9746, 3.2175], [-0.1125, 1.2341, 2.3710], [0.2779, 0.9293, 0.9862], [0.3931, -0.3402, 0.6399], [0.7954, -0.7755, -0.7668], [-0.2413, -0.3102, -1.8432], [-1.0005, -1.5263, -2.4443], [0.0553, 2.1122, 4.1780], [1.4090, 2.4742, 3.0136], [-1.0020, 0.8090, 2.6158], [0.5661, 1.8121, 0.4540], [0.2473, -1.1644, 1.3246], [0.7572, -1.8365, -0.7793], [1.7612, -0.4022, -1.0587], [-0.9911, 0.3133, -1.3782], [0.1840, 0.1250, -2.7419], [-0.5964, -1.8794, -3.3154], [-1.0188, -2.2965, -1.7765], [-1.9536, -1.2526, -2.6964]]}

=====

Relative energy table, unit eV: run 1 0.000; run 2 3.536; run 3 0.118

=====

Run 1
{"formula": "C2H4N6", "method": "ωB97M-V/def2-TZVPD", "lumo_energy_ha": -0.0568, "homo_energy_ev": -8.76, "total_charge": 0, "gap_ev": 7.211, "elements": ["H", "N", "C", "N", "N", "C", "N", "N", "N", "H", "H", "H"], "coordinates": [[3.1734, -1.0960, -0.3760], [2.7566, -0.1155, -0.0638], [1.4997, -0.2103, 0.0223], [0.6691, -1.3133, -0.1044], [-0.6020, -1.1071, 0.0255], [-1.1041, 0.1175, 0.0997], [-2.5857, -0.1740, -0.2448], [-0.4081, 1.2707, -0.1505], [0.9369, 1.0105, 0.0411], [-2.7591, -0.9677, 0.5762], [-2.8478, 0.6273, 0.1341], [1.2710, 1.9579, 0.0405]]}

=====

Run 2
{"formula": "C2H4N6", "method": "ωB97M-V/def2-TZVPD", "lumo_energy_ha": -0.0186, "homo_energy_ev": -9.52, "total_charge": 0, "gap_ev": 9.018, "elements": ["H", "N", "C", "N", "N", "N", "C", "N", "N", "H", "H", "H"], "coordinates": [[1.2336, -2.0931, -0.5034], [1.8640, -1.2001, -0.1048], [1.1387, -0.1910, -0.1736], [1.5762, 1.2009, 0.2598], [-0.2166, -0.1743, -0.0851], [-1.0218, -1.2267, 0.1003], [-2.1720, -0.4545, 0.2132], [-2.0729, 0.8115, -0.0911], [-0.7182, 1.0455, -0.3495], [2.5912, 1.3356, 0.7247], [0.8185, 2.0409, -0.2705], [-3.0207, -1.0947, 0.2803]]}

=====

Run 3
{"formula": "C2H4N6", "method": "ωB97M-V/def2-TZVPD", "lumo_energy_ha": 0.0126, "homo_energy_ev": -10.14, "total_charge": 0, "gap_ev": 10.481, "elements": ["H", "N", "C", "N", "N", "N", "C", "N", "N", "H", "H", "H"], "coordinates": [[-2.6300, -1.4366, -0.1448], [-1.6118, -1.4547, -0.1575], [-1.0187, -0.3218, -0.0684], [-1.5839, 0.9266, -0.0299], [0.3970, -0.2961, -0.1235], [1.0710, 0.8558, -0.2100], [2.3078, 0.3954, -0.1065], [2.3710, -0.9298, 0.0554], [1.1220, -1.3523, 0.0369], [-1.0763, 1.6600, 0.4342], [-2.5176, 0.9080, 0.3979], [3.1695, 1.0455, -0.0839]]}

=====

Relative energy table, unit eV: run 1 3.657; run 2 3.266; run 3 0.000

=====

Run 1
{"formula": "C4H8O2S", "method": "ωB97M-V/def2-TZVPD", "lumo_energy_ha": [0.0134, -0.0678], "homo_energy_ev": [-5.88, -8.62], "multiplicity": 3, "total_charge": 0, "s_squared": 2.0173, "gap_ev": [6.245, 6.774], "elements": ["C", "C", "C", "C", "O", "O", "S", "H", "H", "H", "H", "H", "H", "H", "H"], "coordinates": [[2.1796, 0.4002, -0.4963], [0.2629, 1.0842, 1.4555], [-0.2996, -1.7459, -0.0647], [-1.7931, 0.7976, -0.3581], [2.3281, -0.2022, 0.5721], [1.0357, 0.3429, -1.0739], [-0.2837, 0.0424, 0.4543], [2.9343, 1.1035, -0.8219], [0.9154, 0.7647, 2.3038], [0.3599, -2.1267, 0.6678], [-1.3928, -1.7327, -0.0296], [-0.0419, -1.5467, -1.1690], [-2.7214, 0.0649, -0.3283], [-1.9251, 1.6623, 0.2594], [-1.5583, 1.0915, -1.3711]]}

=====

Run 2
{"formula": "C4H8O2S", "method": "ωB97M-V/def2-TZVPD", "lumo_energy_ha": [0.0267, -0.0937], "homo_energy_ev": [-5.90, -9.53], "multiplicity": 3, "total_charge": 0, "s_squared": 2.0062, "gap_ev": [6.629, 6.976], "elements": ["C", "C", "C", "C", "O", "O", "S", "H", "H", "H", "H", "H", "H", "H", "H"], "coordinates": [[0.7368, 0.6422, 0.5857], [1.4610, -0.4625, 1.2452], [-1.5999, -0.2805, -0.0044], [-0.3124, 0.3101, -0.5414], [1.0623, 1.7676, 0.8759], [-0.6956, 1.5057, -1.1634], [0.6088, -0.8236, -1.6806], [0.9977, -1.4366, 1.1237], [2.4416, -0.7179, 0.7343], [1.4597, -0.2843, 2.2506], [-2.3181, 0.5483, 0.1029], [-1.9633, -1.0348, -0.7575], [-1.4193, -0.7982, 0.8686], [0.1256, 2.0439, -1.4420], [-0.5850, -0.9793, -2.1974]]}

=====

Relative energy table, unit eV: run 1 4.191; run 2 0.000